Version i
Here is 9 unconnected molecules or ions with the total composition C3H24N2O9S from the OMol25 dataset. Energies are from ωB97M-V/def2-TZVPD.

Its structure (SMILES) is NC(=O)[C@@H](N)CS.O.O.O.O.O.O.O.O. As for the HOMO-LUMO gap: 0.34054 hartree. The value obtained for the HOMO energy is -9.17 eV.

Each line ends with the Mulliken charge.
CARTESIAN COORDINATES (ANGSTROEM)
N -0.343 1.637 0.202  -0.24
C -1.766 1.503 0.510  0.01
C -2.446 1.134 -0.809  -0.97
S -2.103 2.183 -2.428  -0.20
C -2.097 0.261 1.583  0.39
N -2.544 0.751 2.768  -0.36
O -2.188 -0.962 1.376  -0.64
H 0.200 1.610 0.919  0.41
H 0.019 0.950 -0.533  -0.14
H -2.056 2.560 0.865  0.37
H -3.620 1.223 -0.545  0.36
H -2.247 0.111 -0.989  0.41
H -1.351 3.148 -1.895  0.15
H -2.471 1.684 3.027  0.20
H -2.756 0.019 3.392  0.27
H 0.437 -2.291 1.121  0.42
H 1.511 -1.270 0.522  0.31
O 1.412 -2.050 1.079  -0.71
H 1.624 2.595 -0.501  0.34
H 1.465 2.242 -1.935  0.35
O 1.963 2.835 -1.343  -0.64
H -1.756 -2.033 -3.114  0.28
H -2.952 -1.440 -2.375  0.30
O -2.165 -1.231 -2.861  -0.56
H 1.693 -0.234 -2.570  0.34
H 0.115 0.064 -2.196  0.16
O 1.039 0.010 -1.969  -0.52
H 2.998 1.480 1.390  0.28
H 2.568 0.773 -0.034  0.28
O 2.381 0.798 0.997  -0.58
H -1.192 -3.199 0.803  0.30
H -0.240 -4.363 1.088  0.32
O -0.577 -3.422 1.399  -0.63
H 3.030 -1.152 3.116  0.25
H 1.764 -1.823 3.071  0.38
O 2.342 -1.218 3.677  -0.64
H 3.970 -0.416 -2.430  0.33
H 2.964 -1.357 -1.760  0.35
O 3.371 -1.110 -2.618  -0.72



Version ii
Here is a molecular structure, C3H24N2O9S from the OMol25 dataset. Energies are from ωB97M-V/def2-TZVPD.

As for the HOMO-LUMO gap: 0.33220 hartree. The value obtained for the HOMO energy is -8.96 eV.

Each line ends with the Mulliken charge.
CARTESIAN COORDINATES (ANGSTROEM)
N -2.594 1.668 1.965  -0.71
C -1.782 0.654 1.265  1.46
C -2.566 -0.659 1.167  -0.73
S -2.938 -1.305 2.839  -0.30
C -1.638 1.191 -0.177  0.06
N -0.402 1.435 -0.580  -0.07
O -2.646 1.459 -0.823  -0.83
H -1.989 2.370 2.344  0.25
H -3.041 -0.116 3.441  0.14
H -3.182 2.088 1.264  0.29
H -0.842 0.474 1.746  -0.54
H -1.950 -1.434 0.704  0.11
H -3.505 -0.551 0.630  0.43
H 0.389 1.219 -0.016  0.21
H -0.076 1.638 -1.517  0.26
H 3.010 1.130 -2.101  0.27
H 2.133 0.222 -1.183  0.28
O 2.521 0.280 -2.066  -0.66
H 1.819 -2.262 -3.285  0.31
H 3.092 -1.562 -3.202  0.30
O 2.746 -2.457 -3.121  -0.63
H 2.894 0.452 0.801  -0.21
H 2.718 1.630 1.594  0.49
O 2.631 1.386 0.663  -0.59
H -1.143 -2.911 -1.595  0.31
H -1.454 -1.565 -2.308  0.38
O -0.681 -2.131 -1.976  -0.70
H 1.637 -0.572 -0.675  0.28
H 0.245 -1.198 -0.757  0.25
O 0.798 -0.600 -0.215  -0.48
H -3.021 0.192 -2.061  0.36
H -3.161 -0.055 -3.484  0.33
O -2.899 -0.565 -2.679  -0.68
H 0.775 0.046 3.353  0.29
H 1.147 -0.137 1.881  0.47
O 1.481 -0.220 2.787  -0.70
H 3.329 -0.077 1.275  0.61
H 4.060 0.420 2.529  0.32
O 4.090 0.420 1.575  -0.60



What should be chosen as the most stable of them? Choose version i.



Version i
Here is 2 unconnected molecules or ions with the total composition C4H14N2Si from the OMol25 dataset. Energies are from ωB97M-V/def2-TZVPD.

As for the HOMO-LUMO gap (alpha / beta): 0.27078 / 0.31387 hartree. The value obtained for the HOMO energy (alpha / beta) is -7.30 / -8.55 eV.

Each line ends with the Mulliken charge.
CARTESIAN COORDINATES (ANGSTROEM)
C 1.706 -1.120 1.203  -0.86
C 1.288 -1.564 -1.210  -0.96
C -1.491 0.546 1.651  -1.15
C 0.153 2.136 -0.332  -0.97
N -2.627 -0.167 -2.038  -0.63
N 0.831 -0.759 -0.004  0.17
Si -0.531 0.345 0.100  0.07
H 1.280 -0.415 1.948  0.31
H 1.617 -2.236 1.372  0.28
H 2.816 -0.817 1.054  0.27
H 0.837 -2.561 -1.129  0.30
H 0.918 -1.140 -2.061  0.34
H 2.329 -1.713 -1.122  0.33
H -2.408 1.057 1.526  0.35
H -1.766 -0.406 1.966  0.41
H -0.910 0.788 2.558  0.40
H -0.238 2.631 -1.274  0.31
H -0.130 2.667 0.488  0.39
H 1.294 1.931 -0.302  0.26
H -3.055 0.639 -1.724  0.20
H -1.914 0.157 -2.671  0.19



Version ii
Here is 2 unconnected molecules or ions with the total composition C4H14N2Si from the OMol25 dataset. Energies are from ωB97M-V/def2-TZVPD.

As for the HOMO-LUMO gap (alpha / beta): 0.26196 / 0.29843 hartree. The value obtained for the HOMO energy (alpha / beta) is -6.95 / -8.00 eV.

Each line ends with the Mulliken charge.
CARTESIAN COORDINATES (ANGSTROEM)
C -0.575 0.623 2.180  -0.78
C 0.270 2.125 0.399  -1.10
C -1.452 -1.735 -0.198  -1.13
C -0.174 0.184 -2.224  -0.97
N 2.672 -1.765 -0.119  -0.63
N -0.166 0.779 0.841  0.27
Si -0.076 -0.473 -0.337  0.24
H -1.180 -0.355 2.178  0.27
H 0.345 0.724 2.896  0.27
H -1.169 1.572 2.529  0.26
H 1.415 2.198 0.334  0.30
H -0.090 2.520 -0.537  0.35
H -0.094 2.896 1.082  0.34
H -1.293 -2.427 -1.054  0.30
H -1.498 -2.358 0.626  0.46
H -2.431 -1.349 -0.536  0.37
H 0.658 0.944 -2.285  0.27
H -0.009 -0.718 -3.000  0.28
H -1.098 0.809 -2.291  0.33
H 2.959 -1.749 -1.068  0.15
H 3.185 -1.039 0.312  0.15



What should be chosen as the most stable of them? Choose version ii.



Version i
Here is a molecular structure, C5H6Cl2 from the OMol25 dataset. Energies are from ωB97M-V/def2-TZVPD.

As for the HOMO-LUMO gap: 0.34015 hartree. The value obtained for the HOMO energy is -9.96 eV.

Each line ends with the Mulliken charge.
CARTESIAN COORDINATES (ANGSTROEM)
C 1.047 0.806 -0.805  -0.31
C 1.178 -0.618 -0.755  -0.71
C -0.508 -0.126 1.430  -0.57
C 0.045 0.074 -0.006  0.47
C -1.310 -0.296 0.276  0.16
Cl -2.677 1.560 -0.063  -0.34
Cl -2.270 -1.586 -0.149  -0.11
H 1.544 1.556 -0.332  0.29
H 0.750 1.051 -1.938  0.16
H 0.985 -1.153 -1.678  0.23
H 1.994 -1.172 -0.182  0.21
H -0.141 -0.853 2.118  0.31
H -0.636 0.758 2.083  0.21



Version ii
Here is 2 unconnected molecules or ions with the total composition C5H6Cl2 from the OMol25 dataset. Energies are from ωB97M-V/def2-TZVPD.

As for the HOMO-LUMO gap (alpha / beta): 0.26418 / 0.29743 hartree. The value obtained for the HOMO energy (alpha / beta) is -8.33 / -8.77 eV.

Each line ends with the Mulliken charge.
CARTESIAN COORDINATES (ANGSTROEM)
C -0.304 -1.667 -1.267  -0.71
C 0.783 1.021 -0.175  -0.61
C -0.534 -1.144 -0.120  0.43
C 1.156 2.244 0.085  0.39
C -1.141 -0.955 1.185  -0.82
Cl 0.625 3.197 1.406  -0.21
Cl 2.266 3.246 -0.862  -0.21
H -0.193 -2.678 -1.398  0.30
H -0.020 -1.176 -2.190  0.33
H 1.382 0.594 -1.016  0.19
H -1.895 -1.817 1.213  0.32
H -1.729 -0.151 1.073  0.33
H -0.396 -0.716 2.067  0.28



What should be chosen as the most stable of them? Choose version i.



Version i
Here is a gas-phase ion, C4H11N2S (charge -1) from the OMol25 dataset. Energies are from ωB97M-V/def2-TZVPD.

Its structure (SMILES) is CNC[C@H](N)C[S-]. The total charge is -1. As for the HOMO-LUMO gap: 0.23067 hartree. The value obtained for the HOMO energy is -2.46 eV.

Each line ends with the Mulliken charge.
CARTESIAN COORDINATES (ANGSTROEM)
N -1.125 -0.397 1.325  -0.76
C -0.352 -0.589 0.050  0.34
C -0.492 -2.123 -0.281  -0.84
S -1.874 -2.458 -1.469  -0.68
C 1.060 -0.023 0.095  -0.76
N 1.053 1.520 0.444  -0.49
C 0.540 2.405 -0.591  -0.66
H -2.010 -0.793 1.086  0.34
H -0.723 -1.063 2.027  0.27
H -0.746 -0.023 -0.817  0.09
H 0.335 -2.315 -0.979  0.22
H -0.495 -2.828 0.602  0.24
H 1.456 -0.052 -0.948  0.34
H 1.788 -0.558 0.777  0.25
H 0.389 1.439 1.296  0.33
H 1.275 2.426 -1.451  0.20
H 0.393 3.426 -0.198  0.30
H -0.474 2.008 -0.966  0.28



Version ii
Here is a gas-phase ion, C4H11N2S (charge -1) from the OMol25 dataset. Energies are from ωB97M-V/def2-TZVPD.

Its structure (SMILES) is NCCNCC[S-]. The total charge is -1. As for the HOMO-LUMO gap: 0.22014 hartree. The value obtained for the HOMO energy is -2.30 eV.

Each line ends with the Mulliken charge.
CARTESIAN COORDINATES (ANGSTROEM)
C -1.096 1.062 0.217  -0.63
N 0.280 0.732 0.509  -0.45
C 0.988 0.056 -0.586  -0.44
C 2.465 -0.146 -0.261  -0.82
S 3.091 -1.775 -0.758  -0.68
C -1.862 -0.193 -0.074  -0.56
N -1.715 -1.103 1.049  -0.68
H -1.528 1.550 1.084  0.39
H -1.215 1.791 -0.598  0.33
H 0.831 1.557 0.757  0.25
H 0.855 0.624 -1.518  0.24
H 0.556 -0.934 -0.687  0.30
H 2.610 -0.056 0.818  0.22
H 3.025 0.675 -0.694  0.28
H -1.498 -0.570 -1.038  0.30
H -2.932 -0.033 -0.203  0.41
H -2.138 -1.986 0.798  0.22
H -0.717 -1.252 1.186  0.31



Version iii
Here is a gas-phase ion, C4H11N2S (charge -1) from the OMol25 dataset. Energies are from ωB97M-V/def2-TZVPD.

Its structure (SMILES) is NCNCCC[S-]. The total charge is -1. As for the HOMO-LUMO gap: 0.21953 hartree. The value obtained for the HOMO energy is -2.34 eV.

Each line ends with the Mulliken charge.
CARTESIAN COORDINATES (ANGSTROEM)
C -0.953 -0.940 -0.164  -0.69
N -0.472 -2.085 0.700  -0.38
C -0.716 -1.890 2.106  -0.61
N -0.172 -0.702 2.744  -0.67
C 0.251 -0.153 -0.797  -0.35
C -0.102 1.321 -0.965  -0.78
S 1.116 2.272 -1.922  -0.69
H -1.600 -0.282 0.408  0.32
H -1.475 -1.446 -0.975  0.33
H 0.508 -2.202 0.460  0.27
H -1.785 -1.933 2.342  0.36
H -0.382 -2.804 2.615  0.32
H 0.723 -0.508 2.286  0.31
H -0.696 0.109 2.474  0.31
H 1.147 -0.378 -0.216  0.32
H 0.406 -0.553 -1.799  0.21
H -0.168 1.857 -0.016  0.19
H -1.029 1.359 -1.543  0.22



What should be chosen as the most stable of them? Choose version ii.